# C46H26F4N4PPtTe

C46H26F4N4PPtTe as an isolated structure in a non-equilibrium geometry (the ωB97M-V functional and the def2-TZVPD basis, OMol25).

Values from the calculation:
energy relative to the best compared isomer or geometry (same formula, charge and spin)	237.4	kJ/mol
net charge	+3
E_tot	-3114.5207	hartree

Last column: Löwdin charge in e.
Geometry (Å):
1 Pt -1.163 0.034 0.629  0.8753
2 Te -0.139 0.028 -2.137  1.6051
3 P -2.551 -1.816 0.405  0.9939
4 F 3.631 4.690 3.403  0.1759
5 F 2.078 2.090 -0.237  0.0889
6 F 4.407 2.195 -1.328  0.1576
7 F 5.983 4.863 2.265  0.1946
8 N 8.560 4.985 0.723  0.2927
9 N -0.166 1.459 1.625  0.0327
10 N 7.193 2.166 -2.249  0.2687
11 N 0.634 4.971 4.037  0.2324
12 C -2.823 -3.363 -0.462  -0.3556
13 C -2.894 2.461 0.664  -0.0700
14 C 2.607 -2.036 0.516  -0.0568
15 C -2.905 1.088 0.682  -0.2159
16 C 1.560 -1.309 -0.022  -0.2005
17 C 1.372 -1.259 -1.402  -0.4889
18 C -4.101 0.353 0.800  -0.2030
19 C -5.281 2.479 1.023  0.0393
20 C 0.056 -3.232 3.162  -0.0318
21 C -3.359 -5.697 -0.363  -0.0305
22 C -3.613 -5.686 -1.729  -0.0182
23 C 0.581 2.291 1.913  -0.0779
24 C -3.467 -4.518 -2.468  -0.0378
25 C 1.037 4.220 3.264  -0.1756
26 C -5.344 -1.737 0.740  -0.0097
27 C 5.337 3.540 0.410  0.0042
28 C 3.458 -2.742 -0.325  -0.0239
29 C -4.096 3.158 0.859  -0.0176
30 C -6.533 -1.037 0.967  -0.0087
31 C 1.941 3.298 -4.173  -0.0477
32 C 1.128 2.577 -3.312  -0.1397
33 C 1.083 1.194 -3.444  -0.4817
34 C -1.794 -2.210 2.005  -0.3949
35 C -0.598 -2.952 1.979  -0.1128
36 C -4.144 -1.053 0.689  -0.3000
37 C 3.243 -2.734 -1.697  -0.0247
38 C 1.467 3.305 2.272  -0.1182
39 C 3.811 4.119 2.235  -0.1343
40 C 1.765 0.528 -4.453  -0.1216
41 C -5.315 1.069 0.983  -0.1346
42 C 6.935 2.798 -1.321  -0.1282
43 C 3.037 2.759 0.415  -0.1289
44 C 2.561 1.268 -5.314  -0.0312
45 C 5.047 4.194 1.642  -0.1141
46 C 4.257 2.822 -0.177  -0.1245
47 C -2.951 -4.541 0.280  -0.0694
48 C 6.617 3.575 -0.181  -0.0521
49 C -6.518 0.335 1.088  0.0474
50 C 2.202 -1.998 -2.239  -0.0999
51 C -3.072 -3.352 -1.837  -0.0775
52 C 2.650 2.648 -5.174  -0.0249
53 C 2.746 3.394 1.646  0.0106
54 C -2.308 -1.737 3.223  -0.0490
55 C -1.648 -2.039 4.401  -0.0248
56 C -0.466 -2.769 4.371  -0.0029
57 C 7.674 4.366 0.322  -0.1194
58 H -6.206 3.027 1.152  0.1404
59 H -5.365 -2.814 0.625  0.1260
60 H -7.443 0.872 1.257  0.1406
61 H 0.058 -2.977 5.295  0.1309
62 H 3.101 0.760 -6.101  0.1285
63 H -2.963 -2.432 -2.401  0.1035
64 H -3.233 -1.174 3.239  0.1210
65 H 0.552 3.085 -2.550  0.1012
66 H 1.658 -0.536 -4.613  0.0944
67 H -3.932 -6.595 -2.222  0.1283
68 H 0.970 -3.809 3.149  0.1252
69 H 4.275 -3.319 0.088  0.1280
70 H -4.078 4.239 0.876  0.1306
71 H -3.488 -6.607 0.208  0.1268
72 H -7.465 -1.578 1.045  0.1306
73 H -0.220 -3.339 1.039  0.1160
74 H -3.659 -4.519 -3.532  0.1242
75 H 0.898 -0.761 0.654  0.0198
76 H -1.987 3.030 0.514  0.1029
77 H -2.054 -1.704 5.346  0.1295
78 H 2.030 -2.032 -3.303  0.0956
79 H 2.762 -2.051 1.587  0.1202
80 H 2.008 4.373 -4.069  0.1232
81 H -2.764 -4.553 1.346  0.1146
82 H 3.247 3.217 -5.874  0.1274
83 H 3.889 -3.304 -2.351  0.1303

# C46H27Cl4N4O2Yb

C46H27Cl4N4O2Yb as an isolated structure in a non-equilibrium geometry (the ωB97M-V functional and the def2-TZVPD basis, OMol25).

Values from the calculation:
energy relative to the best compared isomer or geometry (same formula, charge and spin)	0.0	kJ/mol
E_tot	-5138.1655	hartree
<S²>	0.7510
2S+1	2

Last column: Löwdin charge in e.
Geometry (Å):
1 Yb 12.596 13.064 5.760  1.6748
2 Cl 18.598 6.891 8.253  0.7196
3 Cl 6.220 6.422 6.663  0.6862
4 Cl 18.819 19.424 7.822  0.6759
5 Cl 6.458 19.432 7.861  0.6914
6 O 13.705 14.302 9.550  0.0211
7 O 12.281 12.802 7.931  -0.5288
8 N 10.453 13.070 5.078  -0.0291
9 N 12.547 15.197 5.093  -0.0329
10 N 14.715 13.115 5.017  -0.0301
11 N 12.612 10.992 4.992  -0.0436
12 C 15.735 17.065 7.113  -0.0021
13 C 8.736 9.405 6.767  0.0002
14 C 9.648 14.170 5.074  -0.2021
15 C 15.951 9.682 5.989  -0.2164
16 C 13.349 8.828 4.961  0.0198
17 C 16.900 13.812 5.167  0.0242
18 C 17.726 7.991 5.906  -0.0752
19 C 15.515 12.000 5.109  -0.2274
20 C 7.392 18.237 7.082  -0.6915
21 C 16.539 8.455 8.002  -0.0977
22 C 17.570 7.799 7.277  -0.7144
23 C 7.071 17.805 5.783  -0.0945
24 C 7.566 7.793 4.744  -0.0865
25 C 8.517 17.787 7.794  -0.0972
26 C 7.341 7.594 6.100  -0.6953
27 C 15.056 15.588 5.249  -0.0686
28 C 17.171 17.002 5.121  -0.0361
29 C 15.736 9.366 7.343  -0.0097
30 C 11.504 10.171 4.930  -0.2033
31 C 7.886 16.872 5.160  -0.0243
32 C 9.111 9.577 5.418  -0.2120
33 C 16.945 9.002 5.276  -0.0221
34 C 7.876 8.372 7.104  -0.1160
35 C 11.883 17.345 5.301  -0.0045
36 C 8.243 13.721 4.998  0.0280
37 C 15.067 10.668 5.299  -0.0740
38 C 13.226 17.366 5.348  0.0101
39 C 9.107 16.475 5.790  -0.1833
40 C 11.437 15.969 5.200  -0.2293
41 C 9.663 11.940 5.041  -0.2292
42 C 11.981 8.828 4.857  -0.0117
43 C 8.270 12.345 4.990  0.0188
44 C 16.025 16.564 5.809  -0.1852
45 C 16.890 12.441 5.204  0.0084
46 C 17.762 18.309 7.039  -0.6768
47 C 16.640 17.913 7.733  -0.0997
48 C 9.390 16.975 7.096  -0.0240
49 C 11.990 11.884 8.968  -0.1761
50 C 8.526 8.748 4.414  -0.0155
51 C 10.117 10.596 5.050  -0.0599
52 C 13.752 10.243 4.998  -0.2331
53 C 10.072 15.525 5.233  -0.0614
54 C 13.694 15.980 5.212  -0.2039
55 C 15.487 14.241 5.114  -0.2086
56 C 13.433 14.131 8.429  -0.1437
57 C 18.028 17.903 5.720  -0.0900
58 H 7.451 11.637 4.914  0.1163
59 H 6.163 18.210 5.350  0.1043
60 H 16.452 8.231 9.045  0.0930
61 H 12.578 10.973 8.768  0.0675
62 H 7.396 14.340 4.892  0.0825
63 H 11.359 7.957 4.791  0.1067
64 H 14.824 16.766 7.575  0.1031
65 H 18.908 18.298 5.238  0.1026
66 H 17.742 14.466 5.230  0.0944
67 H 9.159 10.027 7.536  0.1122
68 H 7.613 16.520 4.169  0.1180
69 H 17.762 11.791 5.344  0.1181
70 H 17.457 16.573 4.164  0.1224
71 H 18.473 7.409 5.353  0.1104
72 H 10.908 11.625 8.875  0.0767
73 H 14.060 7.975 4.913  0.1274
74 H 7.077 7.119 4.018  0.1186
75 H 8.674 18.172 8.805  0.1089
76 H 8.808 8.946 3.388  0.1206
77 H 11.225 18.170 5.411  0.1080
78 H 12.271 12.317 9.941  0.0706
79 H 13.887 18.198 5.382  0.1099
80 H 14.937 9.900 7.876  0.1238
81 H 16.530 18.254 8.765  0.1117
82 H 7.595 8.131 8.132  0.1072
83 H 17.034 9.166 4.198  0.1259
84 H 10.324 16.701 7.594  0.1279